No. 1
{"formula": "C29H20F5IN6O2Pd", "method": "ωB97M-V/def2-TZVPD", "symbols": ["Pd", "N", "C", "C", "C", "C", "C", "C", "C", "C", "C", "C", "C", "C", "N", "C", "C", "C", "C", "N", "H", "H", "H", "H", "H", "H", "H", "H", "H", "H", "F", "C", "C", "F", "C", "F", "C", "O", "C", "F", "C", "F", "I", "C", "C", "C", "C", "C", "N", "H", "H", "H", "H", "C", "N", "C", "N", "O", "H", "H", "H", "H", "H", "H"], "xyz": [[0.08, 0.08, 0.01], [-2.99, -7.02, -6.92], [-2.64, -6.23, -6.16], [-2.23, -5.27, -5.18], [-0.92, -4.79, -5.18], [-0.54, -3.85, -4.24], [-1.45, -3.39, -3.30], [-2.76, -3.88, -3.30], [-3.15, -4.82, -4.24], [-1.10, -2.34, -2.31], [-1.22, -2.64, -0.95], [-1.63, -3.88, -0.39], [-1.79, -3.69, 0.96], [-1.46, -2.34, 1.21], [-1.10, -1.73, 0.09], [-0.83, -1.06, -2.79], [-0.89, -0.62, -4.14], [-0.75, 0.75, -4.14], [-0.58, 1.13, -2.80], [-0.63, 0.06, -2.01], [-0.21, -5.15, -5.91], [0.48, -3.49, -4.23], [-3.48, -3.51, -2.59], [-4.16, -5.21, -4.24], [-1.78, -4.79, -0.94], [-2.11, -4.40, 1.71], [-1.49, -1.82, 2.16], [-1.05, -1.27, -4.99], [-0.78, 1.42, -4.98], [-0.47, 2.13, -2.41], [7.01, -2.02, 1.52], [5.80, -1.74, 1.13], [5.41, -0.40, 0.99], [6.26, 0.56, 1.28], [4.14, -0.11, 0.56], [3.74, 1.14, 0.49], [3.18, -1.14, 0.22], [2.05, -0.92, -0.26], [3.63, -2.49, 0.47], [2.75, -3.45, 0.26], [4.89, -2.79, 0.90], [5.25, -4.03, 1.12], [-1.11, 2.28, 1.30], [0.62, 3.02, 0.32], [1.13, 4.29, 0.51], [2.22, 4.65, -0.28], [2.70, 3.76, -1.22], [2.13, 2.50, -1.32], [1.11, 2.14, -0.54], [0.70, 4.96, 1.24], [2.66, 5.63, -0.16], [3.51, 4.04, -1.89], [2.49, 1.76, -2.02], [0.19, 0.39, 4.95], [0.70, -0.88, 4.44], [0.84, -1.11, 3.13], [1.31, -2.33, 2.77], [0.55, -0.24, 2.28], [-0.12, 0.25, 5.98], [-0.65, 0.72, 4.35], [0.95, 1.17, 4.91], [1.05, -1.54, 5.11], [1.53, -3.05, 3.44], [1.29, -2.60, 1.80]], "lowdin_charge": [0.868, 0.194, -0.166, -0.207, 0.004, -0.015, -0.195, -0.009, 0.010, -0.026, -0.220, 0.017, -0.021, -0.124, 0.009, -0.212, 0.036, -0.018, -0.103, 0.000, 0.131, 0.128, 0.132, 0.133, 0.126, 0.115, 0.116, 0.127, 0.116, 0.112, 0.248, -0.059, -0.118, 0.189, -0.083, 0.172, -0.232, 0.031, -0.106, 0.173, -0.121, 0.190, 1.095, -0.702, -0.078, -0.010, -0.020, -0.132, -0.081, 0.117, 0.130, 0.125, 0.131, -0.040, 0.044, -0.598, 0.209, -0.153, 0.099, 0.066, 0.096, 0.151, 0.128, 0.082], "e_tot_ha": -2520.3182, "multiplicity": 1, "lumo_energy_ha": [-0.3747, -0.3746], "e_homo_ev": [-13.09, -13.11], "orbital_gap_ev": [2.895, 2.913], "charge": 2}

No. 2
{"formula": "CH8N2O3", "method": "ωB97M-V/def2-TZVPD", "symbols": ["N", "C", "N", "O", "H", "H", "H", "H", "O", "H", "H", "O", "H", "H"], "xyz": [[0.14, 0.74, 1.24], [-0.49, 1.20, 0.12], [-0.78, 2.53, 0.10], [-0.75, 0.48, -0.84], [-0.05, 1.10, 2.16], [0.39, -0.25, 1.21], [-1.15, 2.86, -0.78], [-0.63, 3.16, 0.86], [1.34, -1.91, 0.63], [1.09, -2.21, -0.27], [2.30, -1.79, 0.56], [-0.10, -2.05, -1.78], [-0.88, -2.62, -1.88], [-0.45, -1.25, -1.34]], "nbo_charge": [-0.859, 0.789, -0.842, -0.703, 0.385, 0.436, 0.408, 0.393, -0.980, 0.508, 0.469, -0.985, 0.470, 0.510], "e_tot_ha": -378.1863, "multiplicity": 1, "de_lowest_ev": 0.035, "lumo_energy_ha": 0.0285, "e_homo_ev": -10.09, "orbital_gap_ev": 10.866, "charge": 0, "smiles": "NC(N)=O.O.O"}

No. 3
{"formula": "C23H30N4O4", "method": "ωB97M-V/def2-TZVPD", "symbols": ["C", "C", "C", "C", "O", "N", "C", "C", "C", "C", "C", "C", "C", "C", "C", "N", "C", "O", "C", "C", "C", "C", "C", "C", "N", "O", "C", "C", "C", "N", "O", "H", "H", "H", "H", "H", "H", "H", "H", "H", "H", "H", "H", "H", "H", "H", "H", "H", "H", "H", "H", "H", "H", "H", "H", "H", "H", "H", "H", "H", "H"], "xyz": [[-8.75, -2.09, 0.76], [-7.50, -1.51, 1.32], [-6.58, -0.87, 0.60], [-5.38, -0.33, 1.26], [-5.16, -0.44, 2.46], [-4.47, 0.30, 0.46], [-3.27, 0.86, 1.05], [-2.32, 1.06, -0.13], [-1.23, 2.12, 0.08], [0.02, 1.28, -0.07], [1.38, 1.79, 0.03], [1.63, 3.13, 0.29], [2.93, 3.58, 0.38], [4.00, 2.72, 0.21], [3.76, 1.37, -0.06], [4.78, 0.44, -0.25], [6.14, 0.63, -0.21], [6.68, 1.69, -0.01], [6.90, -0.67, -0.42], [6.88, -1.49, 0.87], [7.75, -2.75, 0.79], [7.31, -3.78, -0.25], [5.93, -4.36, 0.03], [2.45, 0.92, -0.15], [-0.24, 0.06, -0.31], [-1.58, -0.16, -0.36], [-3.27, 1.32, -1.30], [-4.55, 0.53, -0.97], [-4.61, -0.78, -1.78], [-3.78, -1.74, -1.36], [-5.36, -0.90, -2.73], [-9.62, -1.63, 1.24], [-8.82, -1.93, -0.31], [-8.79, -3.16, 0.97], [-7.34, -1.63, 2.38], [-6.70, -0.73, -0.46], [-3.49, 1.81, 1.54], [-2.87, 0.16, 1.80], [-1.28, 2.57, 1.07], [-1.26, 2.91, -0.67], [0.81, 3.83, 0.43], [3.13, 4.62, 0.59], [5.01, 3.08, 0.27], [4.46, -0.50, -0.43], [6.47, -1.23, -1.24], [7.93, -0.41, -0.66], [5.86, -1.78, 1.12], [7.25, -0.87, 1.69], [7.76, -3.23, 1.77], [8.78, -2.44, 0.57], [7.32, -3.33, -1.25], [8.04, -4.59, -0.26], [5.15, -3.61, -0.07], [5.89, -4.77, 1.03], [5.71, -5.16, -0.68], [2.23, -0.12, -0.35], [-3.49, 2.38, -1.36], [-2.83, 1.00, -2.25], [-5.44, 1.11, -1.24], [-3.06, -1.55, -0.67], [-3.73, -2.60, -1.88]], "nbo_charge": [-0.651, -0.057, -0.357, 0.664, -0.631, -0.440, -0.239, 0.240, -0.477, 0.195, -0.081, -0.212, -0.191, -0.248, 0.233, -0.627, 0.692, -0.601, -0.498, -0.389, -0.390, -0.397, -0.608, -0.229, -0.081, -0.394, -0.416, -0.139, 0.665, -0.820, -0.620, 0.225, 0.216, 0.225, 0.218, 0.216, 0.199, 0.246, 0.235, 0.233, 0.210, 0.218, 0.258, 0.396, 0.208, 0.234, 0.194, 0.218, 0.203, 0.203, 0.192, 0.206, 0.192, 0.204, 0.214, 0.223, 0.224, 0.243, 0.228, 0.419, 0.405], "e_tot_ha": -1414.4359, "multiplicity": 1, "de_lowest_ev": 1.209, "lumo_energy_ha": 0.0134, "e_homo_ev": -8.74, "orbital_gap_ev": 9.105, "charge": 0, "smiles": "C/C=C/C(=O)N1C[C@]2(CC(c3cccc(NC(=O)CCCCC)c3)=NO2)C[C@H]1C(N)=O"}

No. 4
{"formula": "C21H23ClN4O4S", "method": "ωB97M-V/def2-TZVPD", "symbols": ["C", "C", "C", "C", "N", "C", "C", "S", "O", "O", "C", "C", "C", "C", "C", "O", "N", "C", "N", "N", "C", "C", "C", "C", "C", "C", "C", "Cl", "O", "C", "C", "H", "H", "H", "H", "H", "H", "H", "H", "H", "H", "H", "H", "H", "H", "H", "H", "H", "H", "H", "H", "H", "H", "H"], "xyz": [[2.59, -3.80, 3.95], [1.96, -3.11, 2.75], [1.41, -4.12, 1.75], [0.76, -3.44, 0.54], [-0.33, -2.57, 0.88], [-1.57, -3.11, 1.39], [-2.57, -3.41, 0.27], [-0.07, -0.96, 1.16], [1.26, -0.64, 0.74], [-0.48, -0.60, 2.49], [-1.22, -0.21, 0.01], [-0.88, -0.19, -1.33], [-1.67, 0.52, -2.22], [-2.79, 1.20, -1.75], [-3.61, 2.03, -2.68], [-4.78, 1.84, -2.92], [-2.93, 3.06, -3.30], [-1.67, 3.54, -3.08], [-1.07, 4.40, -3.84], [0.13, 4.63, -3.30], [0.23, 3.90, -2.23], [1.40, 3.82, -1.38], [2.56, 4.43, -1.86], [3.74, 4.38, -1.14], [3.77, 3.72, 0.08], [2.63, 3.12, 0.58], [1.44, 3.18, -0.14], [0.04, 2.46, 0.56], [-0.91, 3.18, -2.02], [-3.16, 1.11, -0.41], [-2.36, 0.41, 0.47], [2.97, -3.06, 4.66], [3.42, -4.43, 3.64], [1.87, -4.42, 4.47], [1.15, -2.46, 3.09], [2.69, -2.48, 2.26], [2.23, -4.75, 1.38], [0.69, -4.78, 2.24], [1.50, -2.81, 0.05], [0.41, -4.19, -0.17], [-1.98, -2.37, 2.08], [-1.37, -4.02, 1.96], [-2.80, -2.50, -0.29], [-3.49, -3.80, 0.69], [-2.16, -4.14, -0.42], [0.02, -0.69, -1.65], [-1.41, 0.56, -3.27], [-3.44, 3.57, -4.01], [2.51, 4.93, -2.82], [4.63, 4.85, -1.53], [4.69, 3.66, 0.64], [2.64, 2.61, 1.52], [-4.05, 1.63, -0.07], [-2.59, 0.37, 1.53]], "nbo_charge": [-0.597, -0.410, -0.408, -0.212, -0.711, -0.227, -0.614, 2.343, -0.943, -0.943, -0.298, -0.210, -0.124, -0.144, 0.674, -0.550, -0.625, 0.608, -0.325, -0.271, 0.422, -0.084, -0.165, -0.223, -0.172, -0.230, -0.022, 0.031, -0.409, -0.165, -0.201, 0.211, 0.198, 0.199, 0.209, 0.207, 0.208, 0.191, 0.232, 0.197, 0.224, 0.201, 0.213, 0.214, 0.204, 0.239, 0.217, 0.441, 0.242, 0.221, 0.219, 0.236, 0.233, 0.248], "e_tot_ha": -2192.3880, "multiplicity": 1, "de_lowest_ev": 1.747, "lumo_energy_ha": -0.0014, "e_homo_ev": -8.69, "orbital_gap_ev": 8.654, "charge": 0, "smiles": "CCCCN(CC)S(=O)(=O)c1ccc(C(=O)Nc2nnc(-c3ccccc3Cl)o2)cc1"}